[1]
Density functional theory data (the ωB97M-V functional and the def2-TZVPD basis) for C23H23BCl3N12O4SiTi as an isolated structure at a distorted geometry.

Summary:
**Charge**: +1
**Gap between HOMO and LUMO**: 8.68 eV
**LUMO energy**: -3.03 eV
**HOMO**: -11.714 eV
**F_max**: 1.45 eV Å⁻¹

```
68
Properties=species:S:1:pos:R:3:lowdin_charge:R:1
Ti 0.04944 -0.22482 -0.98132 1.0499
Cl -0.77195 3.73107 -2.87803 0.4115
Cl -1.75304 1.70290 -5.30084 0.3624
Cl 1.48402 2.43588 -4.98299 0.3936
Si -0.25166 2.13820 -4.01098 -0.7167
O 4.06247 0.15211 -1.18006 0.1312
O -1.76573 -1.31396 -0.06394 0.0008
O -3.70929 -1.94285 0.85812 0.0055
O 0.38173 -2.43907 -1.18389 -0.0139
N -0.29288 -0.52985 -2.96387 0.0230
N -0.84779 2.67091 2.67625 -0.0138
N -2.03533 2.38137 3.27234 0.0552
N 0.41745 -0.46642 1.04362 -0.0539
N -0.05452 0.45399 1.91042 0.0511
N 1.98646 -0.89956 -1.25027 0.0526
N 1.02313 1.61408 -0.46662 -0.0391
N -1.58668 1.12009 -0.68928 -0.0647
N -3.42920 -2.29537 -1.29870 0.0294
N -1.73514 1.75997 0.48890 0.0552
N 0.63283 2.41064 0.55739 0.0538
N -2.68232 -2.33429 -2.48172 0.0645
C 5.15661 -2.77245 -1.26933 0.0181
C 0.81604 -1.51446 1.76392 -0.0884
C -2.95885 2.30744 0.55382 -0.0372
C -3.26183 -1.39518 2.11400 0.0054
C 4.18087 -4.99415 -1.33257 -0.0506
C 0.62070 -1.26639 3.11859 -0.0185
C -2.73178 1.25200 -1.35645 -0.1474
C -3.63622 2.00084 -0.61138 -0.0151
C 3.87773 -2.26504 -1.25706 -0.0785
C 1.59818 -2.19091 -1.25421 -0.4522
C 2.76619 -3.09884 -1.28633 -0.0885
C -0.05373 0.69181 -2.82685 -0.3943
C 0.06381 -0.00276 3.16556 -0.0333
C 2.88983 -4.47213 -1.31815 0.0100
C -0.83977 3.75963 4.59690 -0.0496
C 3.39139 -0.84255 -1.21828 -0.3643
C 5.29336 -4.15948 -1.31030 -0.0427
C -2.87687 -1.81253 -0.16801 -0.5341
C -2.03701 3.04214 4.41427 -0.1384
C 2.19311 3.51574 -0.55409 -0.0214
C 1.30775 3.57192 0.49948 -0.0409
C -0.10970 3.49189 3.47042 -0.0739
C 1.97267 2.26844 -1.12878 -0.1470
B -0.50852 1.87419 1.44446 -0.6285
H -2.32160 -1.85453 2.41230 0.0917
H 0.89032 3.79035 3.21738 0.1127
H 1.22079 -2.39590 1.29635 0.1210
H 6.28174 -4.59884 -1.32585 0.1133
H -2.89067 2.97683 5.06979 0.1081
H 2.89520 4.26996 -0.86066 0.1114
H -2.19615 -3.22136 -2.56704 0.1018
H -3.27170 2.85943 1.42232 0.1171
H -3.13333 -0.31658 2.03933 0.0856
H 6.01600 -2.11605 -1.24172 0.1281
H 1.11540 4.37906 1.18057 0.1192
H -2.86267 0.80541 -2.33002 0.1081
H 2.46100 1.82594 -1.97907 0.1002
H 4.32419 -6.06589 -1.36008 0.1119
H -4.27213 -2.84208 -1.20233 0.1629
H -0.57531 -0.99672 -3.82394 0.1133
H -0.55873 4.38198 5.42789 0.0993
H -4.63566 2.29313 -0.87964 0.1079
H 2.02034 -5.11602 -1.33216 0.1230
H -4.04559 -1.63423 2.82433 0.1027
H 0.85928 -1.91293 3.94405 0.1071
H -0.24567 0.59034 4.00883 0.1285
H -3.31103 -2.21547 -3.26474 0.0986
```

[2]
Density functional theory data (the ωB97M-V functional and the def2-TZVPD basis) for an isolated ion of composition C9H7N2O3 and charge -1 at a distorted geometry.

Summary:
**Charge**: -1
**Gap between HOMO and LUMO (spin up / spin down)**: 7.62 / 7.70 eV
**LUMO energy (spin up / spin down)**: 3.25 / 3.29 eV
**HOMO (spin up / spin down)**: -4.368 / -4.414 eV
**F_max**: 3.96 eV Å⁻¹

```
21
Properties=species:S:1:pos:R:3:lowdin_charge:R:1
O -0.89143 2.61107 -0.64615 0.0208
O -1.66163 -1.21534 -1.65941 -0.0060
O -3.05189 -1.49520 0.04427 -0.0451
N -2.94740 1.13415 0.71132 0.0515
N -1.61450 0.93290 0.75535 -0.0069
C 0.52291 -0.67358 0.16144 -0.1504
C 1.72860 1.28041 -0.45213 -0.0383
C -0.75276 1.54597 -0.05354 -0.4823
C -1.97224 -1.37007 -0.49602 -0.8237
C 0.54387 0.72461 -0.12636 -0.1086
C 2.88060 -0.84388 -0.15311 -0.1282
C 1.66358 -1.46150 0.12111 -0.0527
C -0.83305 -1.19346 0.53655 0.1460
C 2.92281 0.50541 -0.45802 -0.1062
H 3.84983 -1.53054 -0.10399 0.1322
H -3.37074 0.84297 -0.18394 0.1125
H -3.33120 0.80995 1.57793 0.0822
H 1.64239 2.40577 -0.72040 0.1433
H 3.93775 0.83404 -0.72792 0.0898
H -0.97460 -1.36077 1.55993 0.0866
H 1.70910 -2.48290 0.31309 0.0835
```

- charge of number 2 (C9H7N2O3)?
  -1

- Number 1 is which compound?
  C23H23BCl3N12O4SiTi

- Look up the F_max of the first one.
  1.45 eV Å⁻¹